1.
# CH6N4OS2

A single CH6N4OS2 molecule (ωB97M-V/def2-TZVPD, the Open Molecules 2025 dataset).

XYZ file:
```
14
Properties=species:S:1:pos:R:3
N -1.6063 1.7114 0.8274
S -0.8064 0.2553 0.2794
N -0.7714 0.1097 -1.4129
O -1.0112 -1.0648 0.8468
N 0.7701 0.8068 0.5258
C 1.9435 0.0476 0.4452
N 1.7998 -1.2418 0.7197
S 3.4062 0.6528 0.0145
H -2.4852 1.1748 0.9937
H -0.3302 -0.7844 -1.5642
H -0.3147 0.9284 -1.9562
H 0.9869 1.7353 0.7506
H 0.8559 -1.5417 0.7764
H 2.6667 -1.7686 0.7861
```

Summary:
Energy relative to the best compared isomer or geometry (same formula, charge and spin) in kcal/mol: 20.7
E_HOMO in eV: -8.855
Max |F| in eV/A: 6.1
E_tot in eV: -30810.1653
SMILES string: N=[S@](N)(=O)NC(N)=S
Molar mass in g/mol: 154.2

2.
# CH6NO2

2 unconnected molecules or ions with the total composition CH6NO2 (ωB97M-V/def2-TZVPD, the Open Molecules 2025 dataset).

XYZ file:
```
10
Properties=species:S:1:pos:R:3
O 1.2246 1.7083 1.7342
H 1.5020 0.9478 2.2441
N -0.5182 0.3850 0.1025
C -0.1105 -0.5939 -0.8265
O -1.1262 -1.5837 -1.2265
H 0.5842 1.2704 1.0604
H -0.9421 1.1219 -0.4653
H 0.1992 -0.2585 -1.8248
H 0.7440 -1.1193 -0.3664
H -1.5570 -1.8779 -0.4318
```

Summary:
Energy relative to the best compared isomer or geometry (same formula, charge and spin) in kcal/mol: 16.4
E_HOMO in eV: -2.616
Max |F| in eV/A: 0.9
E_tot in eV: -6719.1181
Molar mass in g/mol: 64.1
Charge: -1

3.
# CH6NO2

2 unconnected molecules or ions with the total composition CH6NO2 (ωB97M-V/def2-TZVPD, the Open Molecules 2025 dataset).

XYZ file:
```
10
Properties=species:S:1:pos:R:3
O 0.1408 -1.9467 -0.5139
H 0.9259 -1.9010 -1.0698
H 0.0479 -2.8744 -0.2698
H 1.4110 1.7653 -0.8346
C -0.0742 1.2809 0.2381
N -0.8429 0.3605 0.6772
O 0.9959 0.9892 -0.4295
H -0.2763 2.3179 0.4629
H -0.6634 -0.6498 0.5596
H -1.6646 0.6581 1.1798
```

Summary:
Energy relative to the best compared isomer or geometry (same formula, charge and spin) in kcal/mol: 8.8
E_HOMO in eV: -16.190
Max |F| in eV/A: 0.7
E_tot in eV: -6712.7710
Molar mass in g/mol: 64.1
Charge: +1

4.
# CH6NO3P2

2 unconnected molecules or ions with the total composition CH6NO3P2 (ωB97M-V/def2-TZVPD, the Open Molecules 2025 dataset).

XYZ file:
```
13
Properties=species:S:1:pos:R:3
C -0.7890 -0.8703 1.1455
N -0.6636 0.0190 -1.7103
O -0.7322 1.6663 0.3306
O -2.8530 0.3054 -0.1427
O 2.5875 0.0155 0.5225
P 2.9222 0.5049 -0.8057
P -1.3525 0.2300 -0.2419
H -1.0612 -1.9029 0.7911
H 0.3149 -0.9426 1.0149
H -1.0508 -0.7590 2.1321
H 0.3143 0.1893 -1.6037
H 0.3179 1.7092 0.1789
H 2.0455 -0.1648 -1.6113
```

Summary:
Energy relative to the best compared isomer or geometry (same formula, charge and spin) in kcal/mol: 77.7
E_HOMO in eV: -3.855
Max |F| in eV/A: 5.1
E_tot in eV: -27345.7303
Molar mass in g/mol: 142.0
Charge: -1